Model A:
The following is a quantum chemistry calculation of an isolated molecule of C3H5NO3S, from the OMol25 dataset.

The geometry in XYZ format:
```
13
Properties=species:S:1:pos:R:3:lowdin_charge:R:1
O -2.6283 0.8973 -0.5524 0.04
C -2.2362 0.5489 0.5257 -0.39
N -1.3082 -0.4744 0.7703 -0.31
S -0.4632 -1.3181 -0.4355 0.93
C 0.6568 -0.0297 -1.0451 -0.36
C 1.8077 0.3611 -0.0954 -0.54
O 2.2710 1.4634 -0.0178 0.12
O 2.3524 -0.6951 0.6197 0.05
H -2.5911 0.9534 1.4727 0.13
H -0.9000 -0.5554 1.6872 0.09
H 0.0621 0.8152 -1.3599 0.08
H 1.1329 -0.4658 -1.9298 0.10
H 1.8441 -1.5007 0.3604 0.06
```

Summary:
Net charge   0
M   135.1 g/mol
LUMO level   0.36 eV
SMILES   O=CNSCC(=O)O
HOMO energy   -9.991 eV

Model B:
The following is a quantum chemistry calculation of a cluster of 2 separate species, C3H5NO3S in total, from the OMol25 dataset.

The geometry in XYZ format:
```
13
Properties=species:S:1:pos:R:3:lowdin_charge:R:1
C 1.4838 -2.2801 0.4025 0.00
C 1.3527 -1.3915 -0.5292 -0.15
C -2.0730 1.3516 0.0341 -0.50
N -3.3051 1.4498 0.2781 0.09
O -1.1733 0.5159 0.3026 -0.01
O 2.1044 0.7347 1.1698 -0.30
O 1.5899 1.2465 -1.2106 -0.32
S 1.3884 0.5095 -0.0210 0.81
H 1.4463 -3.3000 0.2217 0.05
H 1.7099 -1.9814 1.4290 0.09
H 1.0411 -1.3018 -1.5960 0.10
H -1.7375 2.2179 -0.4164 0.11
H -3.8273 2.2289 -0.0645 0.03
```

Summary:
Net charge   0
M   135.1 g/mol
LUMO level (alpha / beta)   -1.96 / -2.88 eV
HOMO energy (alpha / beta)   -9.403 / -8.417 eV

The winner here is model A, beating the second structure by 565.9 kJ/mol.